Density functional theory data (wB97M-V/def2-TZVPD) for a molecular structure, C29H55N3O6SSiV at a distorted geometry.

The calculation puts the HOMO energy (spin up / spin down) at -5.42 / -4.77 eV. The value obtained for the molar mass is 652.87 u. The calculation puts the HOMO-LUMO gap (spin up / spin down) at 0.1960 / 0.1722 Eh. The max |F| is 2.16 eV Å⁻¹.

Geometry as ORCA input:
```
! RIJCOSX wB97M-V def2-TZVPD def2/J DEFGRID3
* xyz 0 2
V -0.896 0.370 -2.522
S -0.343 -1.231 0.813
Si 0.232 -0.588 2.685
O -0.712 -1.252 3.864
O -0.626 -1.416 -3.252
O 0.149 1.060 2.784
O 0.265 1.229 -3.753
O 1.794 -0.951 3.064
O 1.484 -0.312 -1.989
N 2.087 1.613 -5.024
N -0.033 -3.547 -2.849
N -1.435 1.850 -1.310
C -3.906 1.309 -5.531
C 2.300 0.186 -3.027
C 1.329 -1.724 -1.896
C -2.060 -1.011 4.270
C -2.683 -2.381 4.530
C -2.890 -0.271 3.217
C 3.919 -1.919 3.402
C 2.002 -3.345 2.662
C 0.170 -2.226 -2.727
C -0.329 2.259 -0.438
C 1.512 1.674 4.738
C 2.414 -2.150 3.526
C 1.286 2.333 -6.005
C -2.404 1.072 -3.626
C 2.050 -2.413 4.989
C 1.477 1.051 -3.959
C 0.813 -4.544 -2.220
C -3.567 3.179 -4.065
C -1.311 -4.042 -3.342
C 2.218 2.237 2.406
C 1.017 2.046 3.337
C 0.192 3.330 3.423
C -1.969 2.970 -2.102
C -2.503 1.236 -0.500
C -3.034 0.548 -4.759
C 3.531 1.660 -5.159
C -4.169 2.629 -5.189
C -2.027 -0.195 5.563
C -2.701 2.407 -3.301
H -3.900 -0.099 3.594
H 2.140 0.788 4.683
H 1.417 3.413 -5.903
H -2.942 -0.861 2.302
H 0.014 1.393 0.131
H 3.088 0.792 -2.568
H 4.169 -1.669 2.369
H -3.712 -2.271 4.877
H -3.034 -0.074 5.966
H -2.108 -2.917 5.287
H -4.833 3.229 -5.799
H 2.580 -4.231 2.933
H -2.848 1.917 0.286
H 1.882 2.574 1.424
H 0.237 2.095 -5.855
H 2.775 -0.619 -3.597
H -1.610 0.792 5.360
H 1.038 -1.880 -0.840
H 2.396 -1.590 5.619
H 2.916 2.969 2.818
H 3.782 2.446 -5.866
H 0.671 1.466 5.401
H 0.806 -5.442 -2.837
H -4.380 0.874 -6.404
H -2.676 -2.964 3.608
H 2.088 2.502 5.156
H 4.227 -1.093 4.045
H 4.014 1.897 -4.210
H 2.723 1.278 2.293
H -1.917 -3.211 -3.684
H 1.587 2.036 -7.010
H -3.759 4.214 -3.797
H -2.829 -0.479 -5.054
H -2.428 0.686 2.980
H -0.202 3.588 2.440
H -1.123 3.570 -2.452
H -1.148 -4.734 -4.169
H 0.969 -2.490 5.088
H -2.112 0.332 -0.026
H 0.805 4.155 3.788
H -1.840 -4.562 -2.541
H -1.405 -0.695 6.307
H -2.608 3.618 -1.488
H 0.495 2.646 -1.042
H 4.468 -2.816 3.694
H -0.648 3.185 4.105
H -0.647 3.033 0.271
H 2.516 -3.340 5.329
H 2.272 -2.231 -2.113
H 0.450 -4.803 -1.222
H 2.171 -3.106 1.611
H 1.840 -4.197 -2.137
H 0.939 -3.551 2.794
H 3.943 0.719 -5.534
H -3.350 0.987 -1.140
*
```

The Löwdin scheme yields these atomic charges, measured in e: V 0.780; S 0.393; Si -0.165; O -0.169; O -0.052; O -0.165; O -0.038; O -0.169; O -0.141; N -0.126; N -0.115; N -0.388; C -0.123; C -0.084; C -0.150; C -0.646; C -0.032; C -0.052; C -0.036; C -0.050; C -0.352; C -0.077; C -0.021; C -0.648; C -0.009; C -0.195; C -0.025; C -0.336; C -0.022; C -0.069; C -0.006; C -0.019; C -0.639; C -0.027; C -0.151; C -0.072; C -0.120; C -0.033; C -0.125; C -0.027; C -0.256; H 0.088; H 0.067; H 0.102; H 0.062; H 0.038; H 0.143; H 0.083; H 0.083; H 0.084; H 0.083; H 0.088; H 0.083; H 0.107; H 0.072; H 0.096; H 0.146; H 0.070; H 0.004; H 0.084; H 0.086; H 0.094; H 0.080; H 0.095; H 0.089; H 0.087; H 0.087; H 0.082; H 0.091; H 0.078; H 0.089; H 0.097; H 0.103; H 0.079; H 0.072; H 0.065; H 0.125; H 0.097; H 0.071; H 0.001; H 0.085; H 0.104; H 0.087; H 0.131; H 0.092; H 0.082; H 0.084; H 0.090; H 0.086; H 0.130; H 0.110; H 0.068; H 0.084; H 0.077; H 0.099; H 0.098

---

Density functional theory data (wB97M-V/def2-TZVPD) for a molecular structure, C29H56AlF2O6.

The calculation puts the HOMO energy at -4.21 eV. The value obtained for the molar mass is 565.74 u. The calculation puts the HOMO-LUMO gap at 0.2256 Eh. The max |F| is 0.94 eV Å⁻¹.

Geometry as ORCA input:
```
! RIJCOSX wB97M-V def2-TZVPD def2/J DEFGRID3
* xyz -1 1
Al -3.867 -0.287 2.198
F -2.268 -6.871 -5.993
F 8.247 2.925 4.422
O -3.343 -6.564 -1.694
O 4.064 1.657 3.620
O -3.128 -4.950 -3.261
O 6.004 0.538 3.350
O 6.021 2.545 4.323
O -2.966 -7.097 -3.858
C -3.111 -6.367 -5.052
C -1.297 0.374 0.695
C 2.838 2.862 -1.077
C -3.783 1.516 4.674
C -2.734 -4.964 -4.633
C 3.388 1.442 -0.986
C -2.410 -1.311 -5.240
C -3.829 0.052 4.218
C -0.513 -0.236 1.855
C 0.827 2.290 -2.529
C -2.734 -0.769 4.947
C 7.375 0.891 3.529
C 3.270 -1.299 1.773
C 0.754 -0.970 1.349
C -3.160 -6.230 -2.808
C 7.287 1.978 4.578
C -0.379 0.395 -3.733
C -2.470 2.253 4.368
C -2.692 0.928 1.052
C 3.655 -0.590 0.480
C 1.912 -0.891 2.334
C -2.719 3.642 3.791
C -1.695 0.995 -4.281
C -1.487 -1.126 -6.446
C -2.831 0.004 -4.579
C 5.233 1.583 3.747
C 3.382 0.916 0.451
C 0.016 1.005 -2.374
C 1.315 2.878 -1.199
H 7.778 1.285 2.595
H 0.634 0.277 -1.840
H -3.310 -1.835 -5.562
H -2.344 -1.559 4.305
H 1.037 -0.509 0.398
H 0.205 3.024 -3.046
H 3.181 3.438 -0.217
H -2.559 1.936 1.452
H 0.427 0.646 -4.422
H -4.788 -0.338 4.577
H 3.247 3.351 -1.966
H 0.481 -2.009 1.164
H -2.066 -0.979 -7.355
H -3.513 0.497 -5.277
H 4.728 -0.737 0.328
H -1.800 4.210 3.639
H 0.955 3.901 -1.096
H -1.127 -0.945 2.404
H 3.157 -1.042 -0.380
H -1.509 1.615 -5.156
H -5.405 -0.133 1.672
H 1.668 2.059 -3.185
H 7.317 1.618 5.608
H -1.925 -1.947 -4.500
H -3.146 -1.274 5.827
H 0.882 2.315 -0.371
H -3.416 -0.194 -3.682
H -0.452 -0.680 -3.605
H -1.860 1.662 3.687
H 4.180 1.443 0.972
H -1.657 -4.804 -4.709
H -1.912 -0.135 5.279
H -3.919 1.548 5.768
H 7.953 0.026 3.842
H -3.235 1.059 0.109
H -3.254 -4.195 -5.196
H 1.980 0.114 2.750
H -1.881 2.382 5.279
H -4.135 -6.471 -5.416
H 2.814 0.763 -1.616
H -1.384 -0.355 -0.114
H -3.359 -1.826 1.967
H -2.063 1.683 -3.519
H 3.278 -2.376 1.588
H 4.417 1.412 -1.352
H -0.869 1.155 -1.754
H -4.626 2.072 4.258
H 4.026 -1.083 2.528
H -0.769 -0.326 -6.306
H -3.251 3.575 2.843
H -3.355 4.205 4.476
H -0.670 1.195 0.315
H 2.428 1.149 0.922
H -0.909 -2.039 -6.604
H 1.695 -1.547 3.182
H -0.173 0.574 2.501
*
```

The Löwdin scheme yields these atomic charges, measured in e: Al 0.272; F 0.065; F 0.068; O 0.201; O 0.202; O 0.080; O 0.059; O 0.131; O 0.124; C -0.323; C -0.319; C -0.214; C -0.277; C -0.063; C -0.213; C -0.278; C -0.443; C -0.218; C -0.204; C -0.162; C -0.054; C -0.210; C -0.198; C -0.537; C -0.321; C -0.189; C -0.283; C -0.285; C -0.212; C -0.223; C -0.131; C -0.205; C -0.098; C -0.207; C -0.536; C -0.208; C -0.219; C -0.195; H 0.144; H 0.097; H 0.091; H 0.024; H 0.082; H 0.110; H 0.108; H 0.021; H 0.099; H 0.061; H 0.103; H 0.119; H 0.069; H 0.105; H 0.106; H 0.061; H 0.106; H 0.063; H 0.102; H 0.100; H -0.116; H 0.104; H 0.171; H 0.085; H 0.054; H 0.089; H 0.112; H 0.100; H 0.073; H 0.100; H 0.146; H 0.054; H 0.095; H 0.138; H 0.021; H 0.123; H 0.091; H 0.096; H 0.171; H 0.095; H 0.098; H -0.078; H 0.104; H 0.107; H 0.110; H 0.094; H 0.093; H 0.087; H 0.057; H 0.059; H 0.064; H 0.066; H 0.103; H 0.066; H 0.116; H 0.104